1.
Density functional theory data (the ωB97M-V functional and the def2-TZVPD basis) for a structure of composition C23H57BCuN3O15V2.

Geometry (Å):
O 0.697 1.529 -3.964
V -0.568 0.943 -3.211
O -2.194 3.561 0.267
V -2.569 2.425 -0.722
Cu -2.251 -0.860 1.303
C -2.818 2.474 -3.367
O -3.187 3.448 -2.617
O -1.833 2.497 -4.196
O -2.771 1.362 -2.714
C -0.152 1.038 -0.628
O 0.413 0.138 -1.374
O -1.216 0.825 0.086
O -0.400 2.075 -1.345
B -4.277 0.983 -0.050
H -3.592 0.157 -0.610
H -5.318 0.531 0.313
H -3.666 1.436 0.838
H -4.507 1.848 -0.809
C 6.300 1.438 -4.373
O 5.262 0.825 -3.655
C 5.289 -0.591 -3.765
C 4.343 -1.169 -2.743
N 4.782 -0.825 -1.411
C 3.762 -1.009 -0.356
C 4.388 -0.326 0.864
O 4.725 1.017 0.639
C 3.663 1.893 0.303
H 7.272 1.026 -4.073
H 6.303 2.504 -4.153
H 6.181 1.314 -5.457
H 6.317 -0.935 -3.588
H 4.988 -0.847 -4.790
H 4.380 -2.254 -2.901
H 3.332 -0.819 -2.991
H 5.035 0.158 -1.376
H 3.730 -2.096 -0.245
H 2.775 -0.570 -0.552
H 5.316 -0.857 1.082
H 3.775 -0.474 1.766
H 3.274 1.694 -0.699
H 4.042 2.906 0.393
H 2.851 1.825 1.040
C -7.226 -0.300 3.715
O -5.902 -0.600 4.080
C -4.973 0.333 3.534
C -3.613 0.065 4.116
N -3.082 -1.203 3.576
C -1.845 -1.597 4.266
C -0.695 -0.644 4.042
O -0.267 -0.744 2.713
C 0.973 -0.117 2.449
H -7.322 -0.156 2.632
H -7.591 0.599 4.227
H -7.866 -1.131 4.008
H -5.284 1.360 3.753
H -4.935 0.191 2.451
H -3.580 0.092 5.211
H -3.003 0.890 3.734
H -3.808 -1.874 3.811
H -1.544 -2.602 3.966
H -2.021 -1.659 5.352
H 0.103 -0.966 4.731
H -0.933 0.376 4.368
H 1.242 -0.358 1.422
H 1.735 -0.427 3.169
H 0.872 0.974 2.518
C 2.966 -4.964 -0.983
O 1.974 -4.572 -0.059
C 0.964 -3.797 -0.658
C 0.098 -3.235 0.458
N -0.854 -2.223 0.049
C -1.926 -2.687 -0.837
C -3.090 -3.338 -0.103
O -3.822 -2.376 0.638
C -4.897 -2.976 1.325
H 3.320 -4.099 -1.553
H 2.596 -5.745 -1.658
H 3.802 -5.402 -0.440
H 0.391 -4.423 -1.360
H 1.390 -2.988 -1.272
H 0.781 -2.809 1.200
H -0.367 -4.057 1.009
H -0.382 -1.451 -0.411
H -1.596 -3.394 -1.607
H -2.374 -1.800 -1.301
H -2.732 -4.117 0.584
H -3.755 -3.773 -0.857
H -4.517 -3.758 1.994
H -5.638 -3.398 0.640
H -5.390 -2.219 1.934
C 0.952 5.328 -2.669
C 2.002 4.817 -1.684
C 2.865 5.918 -1.120
O 1.348 4.207 -0.572
H 0.491 4.510 -3.224
H 1.405 6.060 -3.341
H 0.146 5.827 -2.126
H 2.620 4.066 -2.197
H 3.360 6.491 -1.904
H 3.584 5.488 -0.423
H 2.228 6.627 -0.585
H 0.747 3.523 -0.889

Force components x, y, z for each atom (eV/Å):
-2.084 -1.616 0.895
1.171 4.527 0.722
-0.474 -0.124 -0.400
0.358 -0.431 -0.780
0.077 -0.052 0.286
4.958 1.195 3.552
-0.983 0.172 -0.778
-0.134 0.221 -1.898
-0.140 -3.953 1.297
-6.100 -2.396 -3.963
1.106 -1.176 1.075
1.625 -0.772 2.532
0.272 3.872 -2.467
-0.119 -1.319 0.134
0.113 -0.111 -0.120
-0.187 0.059 0.068
0.632 0.453 1.370
-0.099 1.224 -1.011
0.234 0.027 -0.096
-0.083 0.026 0.256
0.139 0.648 -0.265
0.233 -0.080 -0.490
-0.822 0.389 0.208
1.543 0.152 -0.242
-0.245 -1.050 0.376
0.217 0.204 0.026
-0.177 -0.220 0.537
-0.010 0.014 -0.072
-0.143 -0.014 0.075
-0.010 -0.080 0.037
-0.075 -0.145 0.008
0.032 -0.300 0.087
-0.199 -0.031 0.223
-0.145 0.019 0.131
0.158 -0.026 -0.314
-0.606 0.078 0.568
-0.030 -0.218 -0.386
0.163 0.235 -0.092
-0.237 0.367 -0.143
-0.033 0.158 -0.031
0.090 0.008 -0.300
-0.077 -0.144 -0.120
-0.329 -0.002 -0.119
0.232 -0.039 0.124
-0.405 -0.369 0.359
0.415 0.428 -0.864
0.224 0.429 0.069
-0.373 -0.089 0.512
0.345 -0.423 0.843
-0.080 -0.002 -0.160
-0.416 0.602 0.030
0.028 0.036 0.026
0.100 0.045 -0.069
0.106 -0.055 0.039
-0.025 -0.015 0.006
0.044 0.231 -0.044
-0.233 -0.033 0.016
0.178 -0.086 0.202
0.164 -0.289 -0.349
-0.044 0.071 -0.267
0.062 0.134 -0.019
0.075 -0.024 -0.189
-0.088 0.097 -0.407
0.175 -0.173 0.079
0.064 -0.204 -0.147
0.011 -0.027 0.021
0.015 -0.298 0.002
0.213 0.134 0.088
-0.167 -0.207 -0.377
0.582 -0.124 0.494
-0.853 0.023 -0.143
-0.497 0.168 0.249
0.119 -0.093 -0.087
0.324 0.017 -0.275
-0.065 0.108 0.466
0.034 -0.076 -0.100
-0.095 0.196 -0.140
-0.041 0.148 0.165
-0.060 0.000 0.099
0.079 0.099 0.222
-0.041 0.200 -0.109
-0.316 0.040 -0.231
0.218 -0.108 0.049
0.062 0.101 -0.079
0.241 -0.061 -0.246
-0.066 -0.110 -0.114
0.028 -0.208 0.090
-0.131 -0.076 -0.056
0.124 -0.054 -0.096
0.080 0.091 -0.069
0.087 0.157 0.225
-0.650 -0.151 -0.246
-0.245 0.171 0.071
0.352 -0.125 0.307
0.108 0.040 -0.157
-0.110 -0.176 -0.243
0.101 0.066 0.092
0.122 0.062 0.052
0.209 -0.209 -0.036
0.133 0.180 -0.017
0.014 -0.097 0.125
-0.048 0.135 -0.162

HOMO level (alpha / beta), eV: -8.5 / -8.5
Spin multiplicity: 3
Charge: 0
HOMO-LUMO gap (alpha / beta), eV: 6.5324 / 6.6958
Relative energy (zero: lowest compared OMol25 entry of this formula, charge and spin), kcal/mol: 10.9
Total energy, eV: -156646.35224
<S²>: 2.05
Strongest force on any atom, hartree/bohr: 0.149
E_LUMO (alpha / beta), Eh: -0.071 / -0.065

=====

2.
Density functional theory data (the ωB97M-V functional and the def2-TZVPD basis) for a cluster of 4 separate species, C23H57ClN3O5P in total.

Geometry (Å):
C 7.313 -0.668 0.622
C 6.424 -0.259 -0.552
O 5.520 0.804 -0.291
O 4.943 0.569 1.019
P 3.451 1.148 1.128
O 3.366 2.212 2.130
O 3.070 1.649 -0.323
O 2.465 -0.036 1.543
C 2.019 -1.039 0.643
Cl 3.339 -1.779 -0.312
C 0.920 -0.585 -0.293
C -0.237 0.116 0.439
H 8.339 -0.757 0.269
H 7.033 -1.645 0.999
H 7.313 0.069 1.414
H 7.046 0.127 -1.357
H 5.901 -1.129 -0.948
H 2.472 2.389 -0.158
H 1.637 -1.837 1.271
H 0.537 -1.493 -0.755
H 1.307 0.013 -1.113
H 0.058 0.505 1.409
H -0.617 0.925 -0.176
H -1.048 -0.590 0.601
C -0.280 -4.560 0.241
C -1.695 -4.089 0.543
N -2.580 -4.194 -0.599
C -3.823 -3.460 -0.440
C -4.786 -3.898 0.671
C -2.687 -5.517 -1.188
C -3.121 -6.676 -0.282
H 0.113 -4.061 -0.646
H 0.374 -4.325 1.083
H -0.225 -5.637 0.081
H -1.652 -3.033 0.828
H -2.069 -4.631 1.426
H -4.351 -3.475 -1.396
H -3.559 -2.411 -0.268
H -5.283 -4.838 0.434
H -5.565 -3.144 0.795
H -4.280 -4.006 1.631
H -1.717 -5.772 -1.622
H -3.366 -5.451 -2.041
H -2.555 -6.700 0.650
H -2.944 -7.624 -0.794
H -4.181 -6.636 -0.037
C -3.806 3.312 6.162
C -2.585 3.502 5.274
N -2.050 2.250 4.775
C -0.721 2.372 4.202
C -0.550 3.240 2.951
C -2.984 1.416 4.042
C -3.686 2.018 2.817
H -3.596 2.596 6.958
H -4.080 4.262 6.622
H -4.672 2.960 5.601
H -1.800 3.980 5.865
H -2.838 4.208 4.467
H -0.348 1.366 3.991
H -0.062 2.766 4.982
H -0.977 2.766 2.067
H 0.515 3.387 2.757
H -1.002 4.226 3.067
H -3.755 1.078 4.740
H -2.458 0.505 3.744
H -4.114 2.998 3.034
H -4.506 1.366 2.510
H -3.016 2.119 1.965
C 2.719 0.039 -4.255
C 1.752 0.923 -5.032
N 0.849 1.658 -4.167
C -0.280 2.249 -4.862
C 0.002 3.333 -5.909
C 1.493 2.487 -3.165
C 2.485 3.559 -3.634
H 2.178 -0.607 -3.561
H 3.276 -0.595 -4.946
H 3.446 0.622 -3.687
H 1.143 0.285 -5.677
H 2.329 1.581 -5.702
H -0.970 2.647 -4.114
H -0.821 1.433 -5.353
H 0.310 4.273 -5.453
H -0.907 3.535 -6.479
H 0.770 3.024 -6.619
H 2.020 1.825 -2.477
H 0.712 2.962 -2.562
H 3.208 3.160 -4.347
H 3.049 3.934 -2.777
H 1.988 4.413 -4.091

Force components x, y, z for each atom (eV/Å):
0.274 -0.047 -0.414
0.385 -0.540 0.163
0.099 0.185 0.086
-0.207 -0.491 -0.468
0.150 1.376 1.194
-0.177 -0.310 -0.010
-0.066 -0.425 -0.083
0.548 -0.369 -0.746
-0.435 -0.131 0.073
0.029 -0.042 0.030
-0.353 -0.041 -0.068
0.134 -0.276 -0.161
0.091 -0.010 -0.012
-0.183 0.034 0.285
-0.122 0.072 0.134
-0.142 0.343 -0.108
-0.196 0.034 0.041
-0.098 0.281 -0.263
0.109 -0.031 0.198
0.052 -0.097 -0.105
0.201 0.153 0.108
0.078 0.183 0.044
-0.119 0.143 0.034
-0.141 0.013 0.073
0.049 0.056 0.044
0.101 -0.047 0.049
-0.068 0.072 -0.051
-0.089 0.146 0.013
-0.056 0.026 -0.054
0.106 -0.185 -0.084
-0.048 -0.017 -0.072
-0.021 -0.021 -0.031
0.004 -0.026 0.013
-0.007 -0.004 -0.011
-0.081 0.012 -0.003
0.023 0.019 0.015
0.024 -0.066 -0.022
0.057 -0.019 0.035
0.038 -0.033 0.029
0.007 0.008 -0.003
0.017 -0.012 0.000
0.025 0.030 0.047
-0.061 0.071 0.036
0.011 0.014 0.003
0.007 0.003 -0.007
0.012 0.031 0.065
-0.018 0.032 -0.004
-0.106 0.049 0.032
0.089 -0.071 -0.028
0.170 0.034 0.010
0.133 -0.068 -0.078
-0.199 -0.099 0.006
0.020 -0.089 -0.042
0.010 -0.028 -0.015
-0.006 0.009 -0.008
-0.001 -0.012 0.003
0.065 -0.018 -0.051
-0.001 0.018 0.023
-0.054 -0.026 -0.017
-0.057 0.039 0.030
-0.060 0.047 0.002
0.005 -0.017 0.019
-0.032 -0.009 0.020
0.000 0.054 0.019
0.090 0.039 -0.014
0.006 0.010 0.015
-0.002 -0.005 0.011
0.011 0.069 0.015
0.028 0.007 -0.031
0.124 -0.088 0.008
-0.138 0.041 0.042
-0.138 -0.009 -0.104
-0.074 0.034 0.029
0.141 0.030 0.202
-0.057 0.063 0.057
-0.009 0.017 0.021
0.007 0.002 -0.007
-0.005 -0.007 0.023
-0.064 0.055 -0.011
0.004 -0.023 -0.010
0.053 0.019 0.052
0.063 -0.033 -0.011
0.058 -0.011 -0.006
-0.002 -0.010 0.001
0.019 -0.009 0.010
0.039 -0.038 -0.080
-0.094 0.001 -0.100
0.001 -0.020 -0.004
0.009 -0.018 0.004
0.013 -0.024 -0.069

HOMO level, eV: -8.0
Charge: 0
HOMO-LUMO gap, eV: 8.5883
SMILES: CCOO[P@@](=O)(O)O[C@H](Cl)CC.CCN(CC)CC.CCN(CC)CC.CCN(CC)CC
Total energy, eV: -61293.88921
Strongest force on any atom, hartree/bohr: 0.036
E_LUMO, Eh: 0.022

=====

> Which of these has the lowest total energy?

C23H57BCuN3O15V2

=====

> What is the total energy in the first record?

-156646.35224 eV

=====

> Among the records above, which one has the lowest total energy?

C23H57BCuN3O15V2

=====

> Which of these has the highest strongest force on any atom?

C23H57BCuN3O15V2